1.
81
Properties=species:S:1:pos:R:3:forces:R:3 method="wB97M-V/def2-TZVPD" gap_ev="5.0 / 7.2" lumo_ha="0.0036 / 0.0031" largest_force_ev_per_a=2.6 spin_multiplicity=3 total_energy_ev=-93811.9331 total_charge=0
O 0.2064 0.3628 -2.2242 -0.404 -0.149 -1.155
O 3.5502 -2.3857 -2.3460 0.429 -0.325 0.136
C -0.6802 -0.0196 -3.3908 0.434 0.213 0.586
C -1.4852 1.1564 -3.8937 -0.006 0.130 -0.155
H -1.3231 -0.8252 -3.0188 0.324 0.286 0.114
H 0.0065 -0.4332 -4.1321 -0.280 0.081 0.116
H -2.1384 1.5836 -3.1220 0.259 -0.154 -0.089
H -2.1319 0.8057 -4.7069 0.139 0.046 0.098
H -0.8422 1.9483 -4.2997 -0.161 -0.146 0.119
C 1.4009 1.2068 -2.5302 -0.663 0.246 0.112
C 2.1704 0.5941 -3.6733 0.280 -0.184 -0.221
H 1.9896 1.2381 -1.6048 -0.349 -0.128 -0.201
H 1.0405 2.2236 -2.7625 0.160 -0.395 0.165
H 2.4144 -0.4633 -3.4852 -0.091 0.324 0.007
H 3.1201 1.1276 -3.8086 -0.214 -0.036 0.162
H 1.6282 0.6880 -4.6204 0.148 -0.017 0.155
C 4.0356 -2.0319 -1.0603 -0.006 0.078 0.300
C 2.9360 -3.6693 -2.4093 -0.410 0.035 -0.106
C 5.0266 -0.8880 -1.1864 -0.015 -0.084 -0.077
H 4.5358 -2.8906 -0.5704 -0.255 0.198 -0.286
H 3.1874 -1.7277 -0.4168 0.240 -0.143 -0.068
H 5.8213 -1.1323 -1.9017 -0.225 0.011 0.098
H 5.4965 -0.7127 -0.2156 -0.099 0.108 -0.061
H 4.5265 0.0293 -1.5133 0.121 -0.071 0.029
C 3.3773 -4.4136 -3.6555 0.172 -0.008 0.114
H 1.8463 -3.5087 -2.4430 0.127 -0.178 0.141
H 3.1655 -4.2833 -1.5206 -0.035 0.366 -0.172
H 3.2100 -3.8238 -4.5588 -0.010 -0.012 0.080
H 2.8138 -5.3436 -3.7311 -0.049 -0.017 -0.075
H 4.4378 -4.6757 -3.5972 -0.090 0.117 -0.038
H -0.4341 0.4362 -1.2590 1.015 -0.384 -0.627
Ti -0.8897 0.8529 0.6433 -1.208 -1.111 1.958
C -1.2204 -1.0052 -0.3606 0.017 0.257 -0.387
Si -1.3268 -2.4565 0.8501 -0.106 -0.031 0.248
H -2.1949 -0.8376 -0.8547 0.025 -0.355 0.061
H -0.4975 -1.3472 -1.1055 -0.194 -0.505 0.033
C -1.6260 -4.0104 -0.1698 -0.012 -0.027 -0.124
C -2.7116 -2.3775 2.1199 -0.165 -0.038 0.008
C 0.3012 -2.7106 1.7467 0.110 -0.078 0.062
C -0.8046 2.6164 -0.3203 -0.367 0.951 -0.680
Si 0.5745 3.5285 0.5629 -0.492 0.530 -0.322
H -1.7992 2.9850 0.0164 0.532 0.148 -0.129
H -0.7907 2.6924 -1.4123 0.216 0.236 0.084
C 1.3528 4.7149 -0.6612 0.158 0.197 -0.060
C 1.9621 2.4469 1.2071 0.197 -0.136 0.121
C -0.1191 4.5226 1.9877 -0.025 0.030 0.134
H 1.1510 -2.5112 1.0773 -0.076 -0.058 0.193
H 0.3625 -3.7630 2.0689 0.034 0.261 -0.094
H 0.3968 -2.0829 2.6437 0.012 -0.096 -0.352
H -2.4422 -3.8482 -0.8851 0.129 -0.113 0.066
H -1.9059 -4.8466 0.4853 0.093 0.130 -0.153
H -0.7200 -4.2929 -0.7231 -0.198 0.013 0.018
H -3.5434 -1.7351 1.8045 0.111 -0.066 0.102
H -2.3694 -2.0474 3.1095 -0.051 0.081 -0.227
H -3.1067 -3.3990 2.2398 0.057 0.277 -0.002
H 2.5150 1.9666 0.3895 0.040 0.036 0.155
H 1.6637 1.6850 1.9401 0.080 0.225 -0.178
H 2.6541 3.1394 1.7107 -0.018 -0.225 -0.109
H 0.6149 5.2864 2.2838 -0.191 -0.174 0.045
H -0.3350 3.8902 2.8597 -0.010 0.152 -0.145
H -1.0446 5.0331 1.6871 0.209 -0.106 0.107
H 1.8007 5.5565 -0.1168 0.031 -0.111 -0.208
H 0.5969 5.1110 -1.3497 0.159 -0.019 0.116
H 2.1411 4.2256 -1.2460 -0.070 0.129 0.002
Cl -4.6027 0.3529 6.2872 -0.454 -0.074 0.508
C -3.3123 0.4804 5.1672 0.802 0.391 -0.970
C -2.0284 0.1194 5.5621 -0.158 0.080 -0.176
C -0.9562 0.1726 4.6608 -0.526 0.323 -0.325
I 0.9419 -0.5396 5.1936 -0.308 0.214 -0.022
C -1.1849 0.6272 3.3581 -0.187 -0.367 0.248
O -0.2504 0.5572 2.3996 0.536 0.232 0.415
C -2.4920 1.0091 2.9515 -0.296 -1.041 0.969
N -2.6628 1.1572 1.5870 0.960 0.079 -0.512
C -3.9107 1.3652 1.0961 -1.188 0.175 0.617
C -5.0216 1.3939 1.9507 0.534 0.131 -1.307
C -4.8816 1.1781 3.3075 -0.916 0.132 0.515
C -3.6041 0.9294 3.8404 1.526 -0.387 0.370
H -1.8565 -0.2328 6.5707 -0.091 0.023 -0.012
H -3.9826 1.5133 0.0203 -0.125 -0.033 0.211
H -5.9985 1.5765 1.5061 0.168 -0.042 0.167
H -5.7451 1.1853 3.9708 0.214 -0.047 -0.237

---

2.
75
Properties=species:S:1:pos:R:3:forces:R:3 method="wB97M-V/def2-TZVPD" gap_ev=6.1 lumo_ha=-0.3110 largest_force_ev_per_a=6.5 total_energy_ev=-43954.5323 total_charge=+2
Hf -0.0195 -0.9154 0.6643 3.384 5.543 0.188
C -1.7843 1.9987 2.8884 -0.527 0.226 0.165
C -0.5015 1.1938 2.8865 0.219 -0.126 -0.124
C 0.7085 1.7542 2.3642 0.035 -0.714 -0.323
C 0.7963 3.2563 2.1513 -0.199 0.225 -0.228
C 1.8405 0.8902 2.1703 -0.897 0.147 0.675
C 3.1006 1.4477 1.5512 0.519 0.375 -0.156
C 1.8611 -0.3961 2.8368 -0.555 0.457 0.563
C 3.1851 -1.1369 2.8673 0.495 0.011 0.419
C 0.7727 -0.7493 3.7270 0.090 0.456 -0.887
C 0.9198 -1.7904 4.8193 0.257 -0.319 0.030
C -0.4587 -0.0291 3.6202 0.918 -0.145 -0.205
C -1.6438 -0.4280 4.4580 -0.591 -0.136 0.382
H -2.6519 1.3668 2.5953 0.532 0.391 0.235
H -1.7428 2.8269 2.1686 0.015 -0.234 0.326
H -2.0258 2.4238 3.9024 0.321 -0.405 -0.891
H 0.4563 3.7852 3.0797 0.265 -0.502 -0.766
H 0.1508 3.6046 1.3137 0.383 -0.184 0.567
H 1.8266 3.5773 1.9253 -0.560 -0.152 0.191
H 3.7196 0.6492 1.1046 -0.242 0.537 0.216
H 3.7250 1.9759 2.3297 -0.589 -0.626 -0.649
H 2.8810 2.2025 0.7672 0.110 -0.585 0.434
H 3.9346 -0.5514 3.4808 -0.781 -0.603 -0.617
H 3.6106 -1.2367 1.8577 -0.102 -0.035 0.365
H 3.1026 -2.1483 3.3030 0.048 0.606 -0.321
H 0.1680 -2.6102 4.7380 0.493 0.575 0.151
H 0.8006 -1.2859 5.8106 -0.081 -0.426 -0.747
H 1.9267 -2.2510 4.8180 -0.723 0.271 0.033
H -1.6206 0.1230 5.4366 0.031 -0.505 -0.758
H -1.6623 -1.5164 4.6791 0.013 0.756 -0.081
H -2.6069 -0.1568 3.9774 0.624 -0.217 0.319
I 0.9867 -4.0004 1.3571 -0.633 1.383 -0.084
C -0.7252 -2.5701 1.3046 -2.126 -5.612 1.842
H -0.9043 -2.2342 2.3603 -0.131 -0.704 -0.404
H -1.5288 -3.2162 0.9254 -0.001 0.390 0.219
C 0.3634 2.4759 -1.3742 -0.085 1.031 0.172
C 0.6790 1.3984 -2.4133 -0.340 -0.668 0.487
C 2.1754 1.0833 -2.2889 0.947 0.012 -0.777
C 0.3964 1.9537 -3.8181 -0.619 0.170 -0.491
Si -0.3924 -0.2111 -1.9247 -0.210 0.305 -1.593
C 0.2231 -1.8087 -2.9148 -0.379 -0.059 0.853
C 0.2577 -1.6539 -4.4268 0.386 0.274 -1.165
C -0.7190 -2.9832 -2.6171 -0.316 -0.797 -0.112
C 1.6117 -2.2281 -2.3955 0.701 0.092 -0.896
C -2.3729 0.0805 -1.9355 0.864 0.002 0.540
C -2.7107 1.4350 -1.2851 -0.219 0.659 -0.088
C -2.9862 0.0293 -3.3357 -0.447 0.079 -0.464
C -3.0259 -0.9845 -1.0314 -0.809 -0.212 -0.933
H 1.0778 3.3273 -1.4839 -0.408 -0.488 0.055
H 0.4577 2.1217 -0.3329 0.109 -0.079 -0.212
H -0.6540 2.9022 -1.4555 0.663 -0.236 -0.077
H 2.7706 2.0386 -2.3484 -0.537 -0.810 0.042
H 2.5527 0.4229 -3.1149 -0.406 0.658 0.689
H 2.4599 0.5896 -1.3436 -0.157 0.121 -0.075
H 1.0355 2.8410 -3.9981 -0.279 -0.320 0.138
H -0.6683 2.2848 -3.9285 0.838 -0.238 0.106
H 0.6073 1.2452 -4.6450 -0.101 0.300 0.603
H -0.7277 -1.3764 -4.8550 0.461 -0.305 0.286
H 0.6024 -2.6097 -4.9238 -0.405 0.888 0.556
H 0.9570 -0.8580 -4.7558 -0.251 -0.478 0.221
H -1.7497 -2.8187 -2.9777 0.445 -0.017 0.150
H -0.7724 -3.2666 -1.5463 0.023 0.233 -0.252
H -0.3477 -3.9000 -3.1378 -0.204 0.615 0.292
H 2.4309 -1.5517 -2.7264 -0.617 -0.481 0.183
H 1.8425 -3.2414 -2.8023 -0.046 0.574 0.428
H 1.6903 -2.2743 -1.2976 -0.124 -0.150 0.067
H -2.4138 2.2969 -1.9326 -0.367 -0.726 0.543
H -2.2136 1.5682 -0.2963 -0.148 -0.058 -0.401
H -3.8114 1.5148 -1.0879 0.783 -0.095 -0.269
H -2.5819 0.8010 -4.0239 -0.201 -0.329 0.541
H -4.0869 0.1948 -3.2456 0.665 -0.082 -0.171
H -2.8387 -0.9366 -3.8394 -0.067 0.171 0.235
H -2.6897 -0.9495 0.0153 0.143 0.173 0.379
H -2.9003 -2.0166 -1.3874 0.055 0.309 0.135
H -4.1249 -0.7890 -1.0081 0.645 -0.160 0.195

---

3.
91
Properties=species:S:1:pos:R:3:forces:R:3 method="wB97M-V/def2-TZVPD" gap_ev=6.5 lumo_ha=-0.0231 largest_force_ev_per_a=0.6 total_energy_ev=-161360.6737 total_charge=0
Cs 0.2679 0.8674 -0.6606 -0.359 -0.358 -0.289
C 5.1282 3.8879 -0.9793 0.031 -0.017 -0.006
S 3.5118 4.6125 -0.6540 -0.052 -0.039 0.056
C 2.6709 3.3141 0.2053 0.234 0.243 -0.125
S 1.0533 3.6977 0.6394 0.070 0.174 0.114
N 3.3669 2.2451 0.4444 -0.253 -0.079 0.115
N 2.6373 1.1922 0.9630 0.334 0.146 0.074
C 3.0181 0.7171 2.0734 -0.006 -0.099 0.071
C 2.3736 -0.4966 2.6143 -0.031 -0.025 -0.069
C 2.6562 -0.9027 3.9156 0.030 0.024 0.031
C 2.0754 -2.0583 4.4073 -0.008 -0.009 -0.006
C 1.2313 -2.7816 3.5809 0.007 -0.002 -0.004
C 0.9994 -2.2957 2.3019 -0.031 0.025 -0.012
N 1.5423 -1.1839 1.8188 -0.025 0.003 -0.016
H 5.6747 4.6319 -1.5586 0.017 -0.020 0.000
H 5.0374 2.9689 -1.5536 -0.008 0.005 -0.019
H 5.6644 3.6740 -0.0571 -0.039 0.025 0.016
H 3.8124 1.1795 2.6609 0.034 0.006 -0.058
H 3.3251 -0.3089 4.5253 0.002 -0.008 0.004
H 2.2797 -2.3893 5.4173 0.001 0.000 0.002
H 0.7526 -3.6926 3.9128 0.001 0.000 0.011
H 0.3314 -2.8294 1.6318 -0.003 0.001 -0.007
C 3.1751 -9.3361 0.7614 0.017 0.018 0.030
C 3.5883 -7.8743 0.6385 -0.009 -0.055 -0.025
S 3.0439 -7.2414 -0.9304 -0.020 0.054 0.048
O 1.5996 -7.2358 -0.9514 -0.007 -0.010 0.003
O 3.7603 -7.9171 -1.9806 0.021 -0.003 -0.020
C 3.5604 -5.5364 -0.9108 -0.018 -0.029 -0.046
C 3.2440 -4.9351 -2.2833 0.028 0.010 0.040
N 2.9514 -3.5110 -2.1776 0.003 -0.082 0.024
C 1.7026 -2.9874 -2.1287 0.028 0.064 0.007
N 1.7260 -1.6799 -1.9297 -0.037 -0.029 -0.005
C 3.0353 -1.3311 -1.8293 0.035 0.042 0.013
C 3.8074 -2.4445 -1.9800 -0.061 0.012 0.049
N 5.2261 -2.5429 -1.9205 0.076 0.010 -0.052
O 5.7281 -3.6592 -1.9711 -0.015 0.016 0.018
O 5.8462 -1.5063 -1.8213 -0.010 -0.010 0.020
C 0.4645 -3.8001 -2.2797 0.019 0.003 -0.009
H 3.5081 -9.7302 1.7202 -0.002 0.006 0.001
H 3.6260 -9.9306 -0.0312 0.000 0.001 -0.009
H 2.0927 -9.4361 0.7013 -0.001 -0.002 0.001
H 4.6711 -7.7483 0.6627 0.003 -0.006 0.004
H 3.1314 -7.2491 1.4062 -0.010 0.002 0.003
H 4.6224 -5.4740 -0.6809 0.001 -0.021 -0.018
H 2.9808 -5.0483 -0.1262 -0.005 0.017 -0.002
H 2.3567 -5.4048 -2.7031 -0.003 0.007 -0.003
H 4.0699 -5.0948 -2.9666 0.003 0.016 -0.005
H 3.3697 -0.3241 -1.6345 0.019 -0.002 -0.010
H 0.3651 -4.1851 -3.2962 -0.005 -0.005 -0.001
H -0.3885 -3.1602 -2.0699 0.000 -0.002 -0.002
H 0.4494 -4.6533 -1.5993 0.000 0.001 0.004
C -3.1539 4.5886 -0.1774 0.014 0.008 -0.023
Si -3.1201 4.1005 1.6271 -0.093 0.093 0.012
C -1.9111 5.1975 2.5356 -0.063 0.014 -0.015
C -4.8392 4.2692 2.3620 0.016 0.055 -0.021
As -2.3661 1.8867 1.6884 0.301 -0.168 -0.069
Si -1.6456 1.5766 3.9016 -0.121 0.018 0.114
C -1.5956 -0.2700 4.2395 0.022 0.019 -0.023
C -2.7974 2.3847 5.1462 0.033 0.009 0.033
C 0.0653 2.2941 4.0793 0.023 0.031 -0.051
Si -4.2578 0.5349 1.5323 -0.127 0.018 0.089
C -5.2462 1.0880 0.0400 -0.020 0.010 -0.020
C -5.3680 0.5376 3.0435 -0.029 -0.027 0.018
C -3.6404 -1.2174 1.2541 -0.029 -0.021 -0.002
H -3.4534 5.6347 -0.2831 -0.015 -0.005 -0.005
H -3.8504 3.9761 -0.7540 0.010 -0.011 0.001
H -2.1557 4.4813 -0.6084 -0.003 0.000 -0.002
H -2.1728 6.2416 2.3402 0.003 0.000 0.013
H -0.8884 5.0403 2.1883 0.013 -0.021 0.014
H -1.9486 5.0438 3.6150 0.042 -0.008 0.006
H -5.1683 5.3114 2.3266 0.010 0.002 0.005
H -4.8588 3.9427 3.4028 -0.006 -0.005 0.021
H -5.5648 3.6750 1.8032 -0.009 0.005 0.034
H -2.5983 -0.6943 4.3143 -0.012 -0.025 -0.007
H -1.0801 -0.4604 5.1849 -0.006 0.015 0.009
H -1.0539 -0.8008 3.4543 0.002 -0.004 -0.004
H -3.8299 2.0605 5.0143 -0.018 -0.003 -0.003
H -2.7706 3.4716 5.0514 -0.021 0.004 -0.003
H -2.4952 2.1376 6.1681 0.025 -0.011 -0.013
H 0.7297 1.9501 3.2841 -0.008 0.006 0.007
H 0.4916 2.0190 5.0484 -0.009 -0.008 0.011
H 0.0405 3.3833 4.0117 0.024 -0.004 -0.009
H -5.6337 2.0983 0.1841 0.001 -0.006 -0.045
H -6.0998 0.4250 -0.1232 0.007 -0.009 0.002
H -4.6384 1.0867 -0.8670 0.006 0.007 -0.002
H -5.8157 1.5184 3.2158 0.025 -0.011 -0.014
H -4.8026 0.2662 3.9358 -0.006 -0.015 0.036
H -6.1764 -0.1906 2.9333 -0.006 0.014 -0.035
H -2.9279 -1.2629 0.4277 0.010 0.015 -0.005
H -4.4721 -1.8859 1.0158 -0.007 0.006 0.018
H -3.1465 -1.6006 2.1489 0.025 -0.013 -0.020